Density functional theory data (ωB97M-V with the def2-TZVPD basis set) for a cluster of 15 separate species, C45H61Cl42O6PS2 in total at a distorted geometry.

Structure (XYZ):
```
157
Properties=species:S:1:pos:R:3:forces:R:3:mulliken_charge:R:1
C 3.4126 -6.6006 -0.5566 -0.2 0.3 -0.1 -1.02
C 2.4865 -6.0256 -1.3265 -0.1 -0.3 0.2 -0.73
C 1.8527 -4.7385 -0.9446 -0.5 -0.5 0.5 1.32
C 0.8900 -4.5809 -0.0253 0.0 0.3 0.2 0.56
C 0.2508 -5.6987 0.7565 0.2 -0.5 -0.5 -1.50
C -0.9167 -6.3605 -0.0101 0.1 0.3 -0.1 -1.17
C -2.2319 -5.5682 -0.0236 0.1 -0.5 0.2 -0.21
C -2.7351 -5.0771 1.3348 -0.4 0.5 -0.2 -0.68
C -3.6683 -3.8482 1.2019 0.1 -0.1 0.3 0.43
C -5.0768 -4.0217 1.7955 0.6 0.5 -0.2 -1.04
C -5.7032 -2.6514 2.0724 -0.4 -0.2 -0.1 -0.22
C -6.2404 -2.0205 0.7882 0.1 0.2 -0.1 0.66
C -6.2350 -0.4963 0.7861 0.2 0.3 -0.3 -0.22
C -6.9615 0.1483 -0.4147 -0.4 -0.5 0.1 -0.57
C -7.0181 -0.7113 -1.6766 0.3 0.6 -0.5 -0.92
C -5.6346 -0.9009 -2.3248 -0.3 -0.4 0.1 -0.45
C -5.5434 -2.2319 -3.0781 0.2 0.6 -0.2 -0.35
C -4.3457 -2.3111 -4.0302 0.3 -0.8 0.4 -0.90
C -3.0804 -2.7853 -3.2962 -0.4 0.5 0.0 -0.95
C 0.3882 -3.1931 0.1916 -0.2 0.1 -0.2 -0.30
O -0.7591 -2.9680 0.5143 0.1 -0.1 0.2 -0.21
C 1.3329 -2.0647 -0.0347 -0.1 -0.3 0.1 0.15
C 1.2058 -0.8762 0.6757 0.1 0.2 0.2 -0.41
P -0.0485 -0.5181 1.9786 -0.8 0.0 0.0 0.58
O 0.0102 -1.8407 2.9609 0.3 0.0 -0.4 -0.50
O 0.9216 0.5393 2.8011 0.2 -0.1 0.1 -0.51
C 2.0920 0.1459 0.3635 0.0 -0.1 0.0 -0.56
C 3.0654 0.0032 -0.6135 0.2 0.2 0.1 -0.29
C 3.9517 1.2058 -0.8362 -0.2 0.0 0.0 -1.35
S 3.0234 2.3657 -1.8864 -0.1 -0.1 -0.1 -0.02
C 4.2190 3.6921 -2.2112 0.0 -0.1 0.3 0.29
C 4.9366 4.1687 -0.9510 -0.3 0.0 -0.3 -1.16
C 3.1875 -1.1970 -1.3162 0.2 0.1 -0.3 0.89
C 4.2528 -1.3451 -2.3797 -0.5 0.3 0.7 -1.62
S 3.6092 -0.7657 -3.9754 -1.3 -0.8 0.0 1.03
O 2.2808 -0.2551 -3.7686 0.3 0.2 0.1 -0.54
O 3.7681 -1.8070 -4.9500 0.8 0.4 -0.1 -0.66
C 2.3143 -2.2380 -1.0044 0.1 0.1 -0.1 0.18
C 2.3612 -3.5562 -1.7049 -0.1 0.0 -0.1 0.17
O 2.7824 -3.6819 -2.8349 0.1 0.0 0.2 -0.68
H 3.4173 -6.4000 0.5106 0.7 0.6 -0.1 0.26
H 4.1941 -7.2279 -0.9667 -0.6 -0.8 0.1 0.35
H 2.1496 -6.4931 -2.2470 0.7 0.5 -0.5 0.45
H 1.0177 -6.4660 0.8817 0.0 0.0 0.1 0.67
H -0.0357 -5.3723 1.7540 -0.1 0.1 0.0 0.34
H -1.0537 -7.3859 0.3394 -0.1 0.1 0.3 0.41
H -0.5797 -6.4474 -1.0482 0.0 -0.2 0.0 0.45
H -3.0088 -6.2231 -0.4322 0.1 0.1 -0.2 0.68
H -2.1188 -4.7435 -0.7275 0.0 0.2 0.2 -0.17
H -3.2783 -5.8713 1.8547 0.1 -0.1 0.0 0.72
H -1.9189 -4.7620 1.9800 0.1 -0.2 0.0 -0.04
H -3.1928 -3.0173 1.7280 0.0 0.1 -0.1 0.06
H -3.7258 -3.5478 0.1534 -0.1 0.0 0.0 -0.23
H -4.9897 -4.5860 2.7260 -0.2 -0.2 -0.1 0.45
H -5.6831 -4.5615 1.0619 -0.2 -0.2 0.3 0.25
H -4.9586 -1.9883 2.5208 0.0 -0.2 -0.1 -0.22
H -6.5061 -2.7461 2.8107 0.0 0.1 0.0 0.42
H -5.5968 -2.3465 -0.0340 -0.1 0.0 -0.1 -0.79
H -7.2375 -2.4021 0.5476 0.0 -0.1 0.2 0.34
H -6.6784 -0.0998 1.7009 0.1 -0.1 0.1 0.05
H -5.1945 -0.1569 0.7851 0.0 -0.1 0.1 0.47
H -7.9905 0.3767 -0.1126 0.0 0.0 0.0 0.10
H -6.4918 1.0988 -0.6842 0.0 0.1 0.1 0.22
H -7.5229 -1.6670 -1.5296 0.1 0.0 0.2 0.22
H -7.6254 -0.1709 -2.4052 -0.2 -0.2 0.0 0.54
H -4.8658 -0.8362 -1.5494 0.1 -0.1 -0.1 0.06
H -5.4441 -0.0904 -3.0345 0.0 0.1 0.1 0.62
H -6.4660 -2.3587 -3.6516 0.0 -0.1 0.1 0.43
H -5.4762 -3.0334 -2.3368 -0.2 -0.2 -0.1 0.05
H -4.1685 -1.3495 -4.5140 -0.1 0.0 -0.1 0.39
H -4.5574 -3.0556 -4.8022 -0.1 0.2 -0.1 0.33
H -3.3296 -3.6724 -2.7112 0.2 -0.1 0.0 0.17
H -2.2714 -3.0220 -3.9864 0.1 0.0 0.0 0.50
H -2.7463 -2.0078 -2.6054 0.2 -0.1 0.0 0.26
H 0.7345 -2.4304 2.7164 0.1 0.0 0.3 0.37
H 0.5063 0.7386 3.6487 0.0 0.2 -0.1 0.30
H 2.0388 1.0847 0.8977 0.0 0.0 0.0 0.66
H 4.9073 0.9519 -1.2900 0.1 0.1 0.1 0.44
H 4.1144 1.6795 0.1311 0.2 0.0 0.0 0.77
H 3.6120 4.4898 -2.6435 0.0 0.0 0.0 0.26
H 4.9123 3.3560 -2.9805 0.0 0.1 0.1 -0.07
H 4.2066 4.2847 -0.1485 0.1 0.1 0.1 0.36
H 5.4064 5.1339 -1.1370 0.2 0.0 0.1 0.39
H 5.6866 3.4368 -0.6525 0.1 0.1 0.1 0.23
H 4.5265 -2.3878 -2.4627 0.2 0.1 -0.4 0.23
H 5.1021 -0.7391 -2.0705 0.2 -0.1 -0.4 0.80
H 4.4027 0.3000 -4.2585 0.1 -0.1 0.0 0.08
C -9.3800 -0.6722 4.3488 0.0 0.0 0.0 -0.14
Cl -9.2806 -0.4530 2.6015 0.0 0.0 0.0 -0.04
Cl -10.3127 -2.1127 4.7493 0.1 0.1 0.2 -0.12
Cl -7.7684 -0.7556 5.0656 0.0 0.0 0.0 -0.10
H -9.8890 0.1871 4.7637 0.0 0.0 0.0 0.38
C 3.2226 7.9171 1.5860 0.0 0.0 0.0 -0.05
Cl 2.9529 6.6657 2.8078 0.0 0.0 0.0 -0.13
Cl 4.9385 8.3068 1.4643 0.0 0.0 0.0 -0.12
Cl 2.5844 7.4073 0.0302 0.0 0.0 0.1 -0.01
H 2.6948 8.8092 1.8958 0.0 0.0 0.0 0.32
C -4.4624 1.5676 4.3546 0.0 0.0 0.0 -0.12
Cl -5.8389 2.3189 3.5463 0.0 0.0 0.0 -0.12
Cl -3.9380 0.1107 3.5152 0.1 0.2 0.1 0.00
Cl -3.1297 2.7176 4.5105 0.0 0.0 0.0 -0.13
H -4.7764 1.2833 5.3501 0.0 0.0 0.0 0.31
C 1.7288 7.5840 6.2342 0.0 0.0 0.1 0.43
Cl 1.9095 6.5777 7.6696 0.0 0.0 0.0 -0.08
Cl 0.0292 7.9424 5.9272 0.0 0.0 0.0 -0.13
Cl 2.6639 9.0731 6.3861 0.0 0.0 0.0 -0.13
H 2.1117 7.0324 5.3874 0.0 0.0 0.0 -0.08
C 7.8204 4.3810 -3.9089 -0.1 0.0 -0.1 -0.09
Cl 6.5920 5.3375 -4.7350 -0.1 -0.1 0.1 -0.10
Cl 8.1985 5.0367 -2.3206 0.0 0.0 0.0 -0.10
Cl 7.2938 2.6959 -3.7805 0.2 -0.1 0.0 -0.07
H 8.7237 4.4025 -4.5041 0.0 0.0 0.0 0.37
C 1.7819 2.5621 9.3029 0.0 0.1 0.0 -0.04
Cl 1.3905 1.9537 7.6938 0.0 0.0 0.0 -0.07
Cl 3.4275 3.1958 9.3488 0.0 0.0 0.0 -0.12
Cl 0.6244 3.7910 9.8088 0.0 0.0 0.0 -0.11
H 1.7207 1.7358 9.9978 0.0 0.0 0.0 0.33
C 7.4332 -3.8894 -2.7083 0.0 0.0 -0.1 0.05
Cl 6.8758 -3.1054 -1.2186 0.0 -0.1 0.0 -0.10
Cl 8.3142 -2.7365 -3.7087 0.0 0.0 0.0 -0.13
Cl 8.4172 -5.3026 -2.3571 0.0 0.0 0.0 -0.12
H 6.5569 -4.2126 -3.2563 0.0 0.0 0.0 0.28
C 8.9829 -6.1424 2.1487 0.0 0.0 0.0 -0.02
Cl 8.1426 -4.8684 1.2729 0.1 -0.3 0.1 0.03
Cl 7.8918 -7.4801 2.5221 0.0 0.0 0.0 -0.13
Cl 10.3810 -6.7137 1.2351 0.0 0.0 0.0 -0.13
H 9.3391 -5.7305 3.0838 0.0 0.0 0.0 0.25
C -12.5733 -4.3328 1.6616 0.0 0.0 -0.1 -0.03
Cl -13.7163 -4.0435 0.3481 0.0 0.0 0.0 -0.13
Cl -11.8233 -5.9219 1.5009 0.0 0.0 0.0 -0.13
Cl -11.3527 -3.0651 1.7310 -0.1 -0.1 -0.2 0.00
H -13.1254 -4.3177 2.5917 0.0 0.0 0.0 0.28
C 8.4905 9.0195 -4.8313 0.0 0.0 -0.1 0.00
Cl 7.3056 9.9398 -5.7633 0.0 0.0 0.0 -0.13
Cl 7.8861 8.6842 -3.2130 0.0 0.0 0.0 -0.09
Cl 8.9222 7.5355 -5.6870 0.2 0.2 0.0 -0.11
H 9.3833 9.6228 -4.7402 0.0 0.0 0.0 0.33
C 3.4893 10.2475 -3.2138 0.0 0.0 0.0 0.20
Cl 2.3642 11.1711 -4.2069 0.0 0.0 0.0 -0.13
Cl 3.6322 10.9545 -1.6020 0.0 0.0 0.0 -0.13
Cl 2.9983 8.5576 -3.1123 0.2 0.2 -0.1 -0.02
H 4.4637 10.2851 -3.6831 0.0 0.0 0.0 0.09
C 8.7546 -1.1759 3.1871 0.0 -0.1 0.0 -0.06
Cl 8.8118 -2.4995 4.3567 0.0 0.0 0.0 -0.12
Cl 10.3804 -0.6669 2.7381 0.0 0.0 0.0 -0.12
Cl 7.8276 -1.6421 1.7630 0.0 0.3 0.0 -0.01
H 8.2564 -0.3384 3.6562 0.0 0.0 0.0 0.32
C -0.1312 5.0330 -3.9945 0.0 -0.1 -0.1 -0.10
Cl -0.9031 5.0595 -5.5833 0.0 0.0 0.0 -0.13
Cl 0.7637 3.5389 -3.7553 -0.1 0.1 -0.1 -0.10
Cl 0.9273 6.4350 -3.7939 -0.2 -0.1 0.0 -0.07
H -0.9068 5.0954 -3.2431 0.0 0.0 0.0 0.30
C -8.9021 2.7922 -2.4997 0.0 0.0 0.0 0.15
Cl -9.7507 4.1503 -3.2409 0.0 0.0 0.0 -0.14
Cl -10.0104 1.4485 -2.2232 0.0 0.0 0.0 -0.12
Cl -7.5280 2.2990 -3.4910 0.0 0.1 0.0 -0.11
H -8.5213 3.1170 -1.5405 0.0 0.0 0.0 0.23
```
Positions in Å, forces in eV/Å.

Calculated total energy, a.u.: -22668.41154
Lowest unoccupied orbital energy, eV: -0.98
E_HOMO, eV: -8.6033
Kohn-Sham gap, Eh: 0.28006